Record 1
C45H55IN11OPRuS as an isolated structure in a non-equilibrium geometry. Source: the Open Molecules 2025 dataset; level of theory: ωB97M-V/def2-TZVPD.

```
116
Properties=species:S:1:pos:R:3:forces:R:3
Ru 0.44824 -1.09090 1.06707 -1.084 -0.044 1.510
C 3.77970 3.46526 2.28766 -0.034 -0.057 -0.024
N 2.71381 2.54463 1.83523 0.024 0.098 -0.011
C 2.58761 1.24451 2.06651 -0.150 -0.070 0.169
N 1.47070 0.78567 1.49285 0.381 0.032 -0.494
C 0.97508 1.91141 0.88497 -0.064 0.032 0.016
N 1.69269 2.98350 1.07686 -0.004 -0.069 0.083
C 4.15467 4.41590 1.18456 -0.034 -0.013 -0.036
C 4.01528 5.78733 1.32724 0.073 0.014 0.014
C 4.31347 6.62937 0.26058 0.001 -0.009 0.009
C 4.70519 6.10565 -0.95900 -0.003 0.024 0.010
C 4.83067 4.72613 -1.10354 0.038 0.023 -0.091
C 4.58429 3.89239 -0.02400 -0.047 -0.014 0.000
C 5.14994 4.12563 -2.39870 -0.047 0.002 0.299
N 5.48074 4.66399 -3.51355 0.014 -0.188 -0.280
N 5.58487 3.61221 -4.43613 0.040 0.278 0.136
C 5.31259 2.54081 -3.78708 -0.084 -0.294 0.031
O 5.02937 2.77663 -2.48001 0.000 0.098 -0.122
C 5.23586 1.14550 -4.22357 0.062 0.091 0.029
C 5.72435 0.74538 -5.46258 -0.033 -0.008 -0.034
C 5.65839 -0.59237 -5.81427 -0.003 0.007 -0.004
C 5.11642 -1.52728 -4.94034 -0.001 -0.004 -0.016
C 4.62888 -1.12926 -3.70234 -0.055 0.025 -0.018
C 4.11433 -2.15402 -2.72190 0.018 0.002 0.065
N 2.81462 -1.83526 -2.12137 -0.139 -0.086 -0.216
C 2.49881 -1.04479 -1.10759 -0.062 0.053 -0.067
N 1.18492 -1.11329 -0.87709 0.150 -0.523 0.154
C 0.75715 -2.01046 -1.81805 -0.243 0.274 -0.138
N 1.70326 -2.45771 -2.59017 0.145 0.136 -0.006
C 4.68803 0.20987 -3.35470 0.048 -0.020 0.018
H 4.61549 2.82619 2.57407 0.019 0.038 0.055
H 3.42515 3.99909 3.16781 -0.026 -0.005 -0.004
H 3.28585 0.68518 2.66270 0.057 -0.019 -0.016
H 0.07691 1.92161 0.29312 0.009 -0.042 -0.050
H 3.67912 6.20680 2.26755 -0.022 -0.005 -0.004
H 4.21420 7.69960 0.37792 0.000 0.000 0.001
H 4.89862 6.74985 -1.80614 0.016 -0.005 0.000
H 4.69373 2.82102 -0.14205 -0.008 -0.002 -0.008
H 6.14973 1.47988 -6.13287 0.010 0.002 0.007
H 6.03626 -0.91374 -6.77504 -0.001 -0.001 -0.001
H 5.08263 -2.57170 -5.22552 -0.019 0.001 -0.004
H 4.81834 -2.30067 -1.90079 -0.002 0.018 0.003
H 3.96076 -3.11098 -3.21385 0.045 -0.021 0.023
H 3.20791 -0.45696 -0.55209 0.016 -0.066 0.059
H -0.27455 -2.29812 -1.93310 0.025 -0.038 0.041
H 4.32239 0.54635 -2.39393 -0.002 -0.007 0.017
I -1.19054 -3.25810 0.86459 0.167 0.373 -0.237
C 0.50276 -4.40679 0.45786 0.165 -0.015 -0.018
C 0.36194 -5.63483 -0.10931 0.054 -0.049 0.009
C 1.52302 -6.40436 -0.34413 -0.102 -0.028 -0.002
C 2.74009 -5.92739 0.03576 0.037 0.035 0.029
C 2.88049 -4.65063 0.63927 0.007 -0.045 0.018
C 4.15007 -4.19401 1.06727 0.025 -0.063 0.002
C 4.26189 -2.98504 1.68160 -0.025 0.024 0.077
C 3.12750 -2.15240 1.81498 -0.109 -0.230 0.174
C 1.86378 -2.49670 1.38401 0.726 0.091 -0.607
C 1.74063 -3.82487 0.83102 -0.099 0.012 0.103
H -0.61078 -6.02786 -0.37193 -0.005 0.000 0.004
H 1.42912 -7.37899 -0.80272 -0.001 0.001 -0.002
H 3.62876 -6.52949 -0.10700 0.006 0.011 -0.007
H 5.01306 -4.83328 0.92845 -0.005 0.006 -0.018
H 5.22397 -2.64562 2.04547 -0.014 0.005 0.011
H 3.27802 -1.19520 2.28628 0.062 0.148 -0.049
C -4.23037 2.59062 1.96632 0.009 0.002 -0.002
C -5.25514 1.64581 1.31024 -0.050 -0.020 0.015
C -6.20516 2.46954 0.42962 0.006 0.006 0.001
C -6.04923 1.05183 2.48657 -0.016 0.035 -0.003
P -4.37019 0.27072 0.39834 0.011 -0.020 0.147
N -3.20448 -0.37133 1.32586 -0.084 -0.160 -0.056
C -3.64962 0.88942 -1.21022 -0.016 0.066 -0.054
C -2.95985 2.24950 -1.00929 0.009 -0.005 0.002
C -2.54237 -0.07062 -1.68317 0.021 0.037 0.007
C -4.69927 1.05794 -2.32048 0.036 -0.019 0.001
C -5.50151 -1.19780 0.13196 -0.039 0.046 -0.036
C -4.92037 -2.18187 -0.89577 0.036 -0.001 0.040
C -6.89838 -0.77817 -0.35428 0.023 -0.008 -0.027
C -5.62926 -2.00193 1.43719 0.002 -0.003 0.019
H -4.79234 3.40557 2.42705 0.004 -0.008 0.014
H -3.51998 3.03990 1.28035 -0.019 0.006 0.003
H -3.68052 2.08828 2.76175 0.018 -0.014 0.000
H -6.78175 3.12827 1.08214 0.013 0.012 -0.002
H -6.91703 1.86104 -0.12299 -0.011 -0.010 0.006
H -5.67219 3.10526 -0.27515 0.000 -0.009 -0.009
H -6.41554 1.88553 3.08846 -0.001 -0.003 0.001
H -5.41500 0.43992 3.12949 -0.001 0.014 0.011
H -6.91473 0.47026 2.18205 -0.004 0.013 -0.012
H -2.23428 2.23649 -0.19303 0.012 0.011 -0.002
H -3.65852 3.06405 -0.83620 -0.002 -0.003 0.002
H -2.40983 2.47763 -1.92442 -0.013 0.010 -0.006
H -1.69080 -0.07342 -0.99794 -0.005 -0.019 -0.002
H -2.18474 0.29604 -2.64842 0.007 -0.013 0.009
H -2.86813 -1.09510 -1.81863 -0.051 -0.052 -0.009
H -5.52622 1.70073 -2.02730 0.001 0.014 0.014
H -5.10539 0.11068 -2.66580 -0.004 -0.037 0.007
H -4.21034 1.53015 -3.17510 -0.002 -0.013 -0.006
H -4.88497 -1.78765 -1.90713 -0.002 0.034 -0.030
H -5.58030 -3.05143 -0.91356 0.010 -0.001 -0.008
H -3.92879 -2.53128 -0.60760 0.019 0.026 -0.012
H -6.86299 -0.15583 -1.24650 -0.001 -0.004 -0.017
H -7.48025 -0.26166 0.40454 0.012 0.014 0.009
H -7.44477 -1.68535 -0.61819 -0.010 0.001 0.020
H -4.67636 -2.46545 1.69510 0.003 -0.003 0.005
H -6.34600 -2.80545 1.25753 -0.006 0.004 0.008
H -5.98666 -1.42432 2.28360 -0.007 -0.037 -0.020
S -1.77148 0.30814 1.71365 0.008 0.249 -0.362
C -1.42878 -0.64299 3.10293 -0.350 0.121 -0.141
N -2.30358 -1.43074 3.67684 0.157 -0.017 0.104
C -1.66560 -2.28709 4.68980 -0.025 0.005 -0.034
C -0.25204 -1.67226 4.80118 0.025 -0.100 0.003
N -0.21025 -0.76329 3.63770 0.360 -0.251 -0.253
H -3.22094 -1.54702 3.26243 0.016 -0.011 -0.034
H -1.63049 -3.31580 4.33306 -0.009 0.003 -0.018
H -2.21821 -2.24887 5.62454 0.022 0.002 0.018
H 0.52730 -2.42508 4.71429 0.022 0.019 -0.001
H -0.11032 -1.11157 5.72368 -0.044 0.035 -0.016
H 0.51774 -0.08420 3.47605 -0.003 0.136 0.118
```
Forces are in eV/Å.

Results
spin multiplicity = 1
HOMO level = -12.2 eV
largest force on an atom = 0.036 hartree/bohr
charge = +2


Record 2
H37O19 as an isolated structure in a non-equilibrium geometry. Source: the Open Molecules 2025 dataset; level of theory: ωB97M-V/def2-TZVPD.

```
56
Properties=species:S:1:pos:R:3:forces:R:3
O -1.64473 -3.55514 -3.47659 -0.237 0.990 0.715
H -0.22846 -1.24471 4.07751 0.006 0.580 -0.233
H -4.66445 -1.90099 0.24482 -0.785 -0.164 -0.170
O -0.82134 4.10296 -2.86461 0.325 -1.011 -0.509
H 4.57614 -1.03287 1.98726 0.246 -0.356 -0.353
H -0.67707 3.08958 -2.86548 -0.368 1.589 0.351
O -4.14820 -1.79006 1.03953 1.492 0.305 -0.704
H 1.87691 -2.12152 -3.56828 -0.820 -0.812 -0.220
H 2.35567 3.40203 -1.01741 -0.628 0.025 -0.130
O -2.23384 -0.94372 3.73993 -0.582 0.317 0.075
H -2.41094 -0.10826 3.28014 0.249 0.004 0.354
H -2.21337 -1.54207 2.98639 -0.340 0.252 0.279
O -3.03093 -0.18349 -1.01693 0.140 -0.058 -2.412
H -0.39906 2.31249 2.50345 -0.809 -0.095 -0.647
H -3.58842 0.42010 -1.53363 -0.336 0.291 0.862
O -2.55214 2.26188 2.56022 -0.359 0.304 0.003
H 0.25504 -0.46900 -0.12602 0.927 -0.775 -0.201
H -3.19277 2.16533 3.26355 -0.293 0.044 0.190
O 3.16726 3.79464 -1.35621 -0.035 -0.059 0.095
H -0.37755 -1.04073 -1.81280 -1.028 -0.584 -1.537
H 3.78939 3.14512 -1.03094 0.608 -0.130 0.002
O -0.86008 -0.95153 -2.70486 0.186 0.846 0.547
H 0.65071 1.64040 -3.04571 0.341 0.161 -0.790
O 3.25076 -0.29426 -0.11427 0.296 -0.545 -1.017
H 0.59916 0.11582 -1.38451 1.099 -0.667 0.217
H 2.55935 -0.22427 0.54329 -0.039 0.539 0.779
O 1.07106 -2.66241 -3.74688 1.453 0.549 0.237
H 3.85944 0.30675 2.14435 -0.066 -1.550 0.984
H 0.37394 -2.10371 -3.37394 -0.173 0.579 -0.257
O 0.71874 2.09440 -0.32955 -0.232 -0.466 -1.541
H 0.37776 2.95837 -0.10950 -0.371 0.357 -0.206
H -0.52555 -1.58649 1.69871 -0.042 -0.346 0.056
O 4.01339 -0.57779 2.60719 -0.264 1.920 -0.446
H -2.93267 1.81907 1.79980 -0.165 -0.100 -0.266
H 1.39120 1.83145 2.15274 1.477 -0.933 -1.409
O 0.82785 -0.72763 -0.89369 -1.855 1.787 0.772
H 2.08994 1.85423 0.72084 -0.629 0.272 -0.582
H -0.61846 0.02387 -2.89690 -0.636 -1.010 0.093
O -0.17714 1.57839 -2.57109 0.815 -0.690 0.514
H -3.30264 -1.54210 0.56808 -0.799 -0.137 1.063
H 2.69235 -0.55210 -0.86861 0.686 0.136 0.260
O 2.42729 -3.35231 0.43312 0.550 1.203 0.758
H 1.80505 -3.45538 -0.27951 -0.377 0.150 -0.419
H 2.52442 -2.37356 0.58703 -0.076 -1.425 -0.360
O 2.14216 1.46824 1.59027 0.760 0.068 2.504
H -2.57862 -0.53388 -1.84499 0.445 -0.117 1.525
H -2.06528 -2.72280 -3.19406 -0.585 -0.448 -0.468
O -0.17655 1.38460 2.54005 0.528 -0.357 1.901
H 0.33522 1.79434 -1.48160 -0.635 1.148 1.016
H -0.34579 0.88635 1.74643 -0.229 0.667 -0.739
O 0.46478 -1.15730 3.41028 0.717 -0.002 -0.424
H 0.72256 -0.21536 3.33504 -0.368 -0.698 0.395
H -1.41843 4.30571 -2.14800 -0.180 -0.129 0.219
O -1.29343 -2.00319 1.24950 0.470 0.425 0.212
H -0.78920 -3.27001 -3.13441 0.422 -1.108 -0.319
H -1.65047 -2.51751 1.98145 0.104 -0.732 -0.618
```
Forces are in eV/Å.

Results
spin multiplicity = 1
HOMO level = -7.6 eV
largest force on an atom = 0.052 hartree/bohr
charge = -1


Record 3
A 2-piece molecular cluster, C3H10N2O overall in a non-equilibrium geometry. Source: the Open Molecules 2025 dataset; level of theory: ωB97M-V/def2-TZVPD.

```
16
Properties=species:S:1:pos:R:3:forces:R:3
C 2.67350 -1.69780 -1.74765 -0.235 -0.415 1.708
C 1.94309 -0.63002 -0.86795 0.357 -1.262 -0.771
N 0.49079 -0.75207 -0.87281 0.749 0.883 0.152
C -0.20830 -0.03792 -1.79121 -1.136 -0.289 -0.812
N -1.38797 0.45746 -1.66060 0.264 -1.678 0.793
H 2.00512 -2.46474 -2.13490 -0.161 0.295 -0.253
H 3.25210 -1.22178 -2.50649 0.285 0.119 -0.737
H 3.35782 -2.24378 -1.08861 0.138 0.043 -0.263
H 2.24018 0.31452 -1.27631 -0.107 0.783 0.042
H 2.34336 -0.67893 0.14018 -0.278 0.039 0.168
H 0.03515 -1.11451 -0.05583 -0.268 0.387 0.156
H 0.26055 -0.01395 -2.78450 0.419 -0.136 0.129
H -1.83614 0.33471 -2.56277 -0.026 1.230 -0.309
H -2.44801 1.80853 5.45537 0.014 0.059 -0.716
H -3.57723 2.78720 4.85315 0.393 -0.266 -0.558
O -3.18567 2.38988 5.62649 -0.408 0.207 1.270
```
Forces are in eV/Å.

Results
spin multiplicity = 1
HOMO level = -8.8 eV
largest force on an atom = 0.036 hartree/bohr


Record 4
The molecule HNO3P2 in a non-equilibrium geometry. Source: the Open Molecules 2025 dataset; level of theory: ωB97M-V/def2-TZVPD.

```
7
Properties=species:S:1:pos:R:3:forces:R:3
N 0.46596 -0.26193 -1.27069 0.301 0.798 -3.540
O 0.18816 0.31296 -2.23191 0.721 -0.572 1.221
O -1.41613 -1.04516 -0.46531 0.489 0.583 0.556
O 0.57961 -1.39099 1.16906 0.413 0.273 0.236
P -0.29301 -0.53050 0.38467 -1.909 -1.375 1.264
P -0.37555 1.54276 0.88200 -0.368 0.208 0.028
H 0.85095 1.37287 1.53217 0.354 0.084 0.235
```
Forces are in eV/Å.

Results
spin multiplicity = 1
HOMO level (alpha / beta) = -10.4 / -10.4 eV
largest force on an atom = 0.071 hartree/bohr